(1)
Entry from the OMol25 dataset: a cluster of 4 separate species, C14H34N5O5S in total at a distorted geometry (wB97M-V/def2-TZVPD).

Results
HOMO energy = -11.8 eV
net charge = +1
HOMO-LUMO gap = 0.3432 Eh

Each line ends with the Löwdin charge.
CARTESIAN COORDINATES (ANGSTROEM)
S 2.552 0.383 -0.614  0.636
O 3.428 1.374 -1.133  -0.268
O 2.790 -0.956 -1.084  -0.296
O -0.105 3.142 -3.842  0.007
O -2.570 0.047 3.372  0.007
O -0.784 -3.408 0.309  -0.007
N -0.972 1.967 0.074  -0.024
N 0.613 -4.575 1.618  0.018
N 0.010 -0.302 -1.279  0.110
N -2.909 0.434 5.549  0.014
N 1.592 2.545 -5.189  0.011
C 0.382 2.105 -0.424  -0.171
C -2.853 1.177 6.797  -0.064
C 0.343 3.024 -4.980  -0.547
C -0.352 -5.672 -0.342  -0.001
C 0.923 0.876 -1.193  -0.269
C -1.080 0.693 0.781  -0.191
C 1.381 -5.732 2.051  -0.058
C 2.278 2.342 -6.456  -0.061
C 2.615 0.392 1.156  -0.108
C -2.438 0.794 4.336  -0.538
C -1.067 -0.441 -0.223  -0.078
C -1.757 2.140 4.225  0.001
C -0.195 -4.464 0.545  -0.527
C -0.465 3.414 -6.191  -0.004
H -1.031 -5.423 -1.151  0.084
H 2.652 1.413 1.508  0.074
H -0.882 2.184 4.873  0.088
H -2.311 0.601 7.548  0.086
H 2.554 1.293 -6.566  0.086
H -0.769 -6.508 0.219  0.092
H 3.187 2.943 -6.485  0.089
H -3.863 1.359 7.166  0.088
H -0.294 0.600 1.520  0.107
H 1.644 2.625 -7.287  0.074
H 1.237 -6.566 1.376  0.075
H 0.608 -5.965 -0.766  0.090
H 0.035 4.205 -6.749  0.091
H 1.004 2.357 0.425  0.108
H 0.665 -3.736 2.173  0.141
H -2.355 2.129 6.660  0.072
H 1.725 -0.089 1.543  0.061
H 0.425 2.963 -1.082  0.124
H 1.126 1.198 -2.206  0.119
H 2.092 2.320 -4.343  0.131
H 0.596 -1.149 -1.247  0.155
H -2.444 2.942 4.495  0.091
H 1.067 -6.030 3.051  0.089
H -1.431 3.780 -5.858  0.085
H -2.029 0.628 1.292  0.103
H -3.355 -0.471 5.554  0.143
H -1.659 2.017 -0.670  0.125
H 3.512 -0.132 1.449  0.085
H -0.620 2.555 -6.844  0.088
H -1.441 2.290 3.196  0.064
H -0.419 -0.311 -2.202  0.188
H -1.014 -1.430 0.210  0.086
H -2.013 -0.407 -0.746  0.137
H 2.442 -5.482 2.081  0.087

***

(2)
Entry from the OMol25 dataset: a structure of composition C37H30BN3O8Pd (wB97M-V/def2-TZVPD).

Results
HOMO energy (alpha / beta) = -1.1 / -2.8 eV
spin multiplicity = 3
net charge = -2
HOMO-LUMO gap (alpha / beta) = 0.1901 / 0.2519 Eh

Each line ends with the Löwdin charge.
CARTESIAN COORDINATES (ANGSTROEM)
Pd -0.535 -1.241 0.290  0.937
O 1.365 -4.863 -1.321  -0.028
O 6.186 3.011 -1.150  0.011
O -0.783 0.740 2.971  0.116
O -1.012 1.599 0.868  0.092
O 5.464 3.864 -3.169  0.003
O 0.877 0.278 -0.782  -0.109
O 2.048 0.788 1.084  -0.002
O -4.716 -2.630 1.359  -0.037
N -1.451 -3.274 0.131  0.079
N -2.992 -1.186 0.772  0.075
N 0.903 -2.621 -0.927  0.045
C -2.277 -5.880 0.443  -0.068
C -1.697 3.865 1.571  -0.004
C 4.439 3.154 -2.569  -0.229
C -3.955 0.913 0.057  -0.211
C 0.713 -1.472 -3.519  -0.046
C -3.560 -2.362 0.965  -0.504
C -4.992 2.402 1.657  -0.117
C -4.718 1.494 2.668  -0.068
C -4.075 0.286 2.404  -0.202
C -1.169 2.039 3.059  -0.224
C 4.864 2.647 -1.365  -0.205
C 2.040 -1.611 -2.826  -0.217
C -3.110 -4.831 0.795  -0.017
C -1.307 2.562 1.781  -0.217
C -3.702 -0.017 1.083  -0.212
C -3.748 -0.673 3.514  -0.038
C 3.309 -2.239 -0.856  -0.206
C 4.042 1.926 -0.541  0.069
C -1.828 4.117 3.985  -0.123
C 3.163 2.951 -3.031  0.001
C -1.028 -5.598 -0.087  -0.018
C -3.492 0.614 -1.345  -0.042
C 6.606 3.656 -2.342  -0.170
C -2.657 -3.534 0.624  -0.172
C 0.674 -3.921 -0.885  -0.514
C 2.743 1.686 -0.994  -0.110
C -1.425 2.791 4.181  -0.010
C 2.317 2.187 -2.219  -0.018
C -0.652 -4.273 -0.233  -0.175
C -4.603 2.105 0.358  -0.079
C 4.427 -1.226 -2.748  -0.118
C 4.465 -1.762 -1.470  -0.070
C 1.804 0.846 -0.134  -0.621
C -1.959 4.644 2.705  -0.119
C 3.323 -2.755 0.556  -0.038
C 3.211 -1.146 -3.413  -0.075
C 2.093 -2.181 -1.548  -0.215
B -0.656 0.407 1.596  -0.471
H 3.165 -0.689 -4.398  0.097
H 5.332 -0.849 -3.213  0.084
H -4.790 2.820 -0.439  0.096
H 2.617 -2.182 1.160  0.075
H 0.789 -0.782 -4.364  0.067
H 0.353 -2.438 -3.884  0.078
H 5.406 -1.797 -0.926  0.096
H -0.332 -6.360 -0.410  0.105
H -3.597 1.493 -1.985  0.068
H 4.360 1.543 0.421  0.131
H -2.451 0.306 -1.335  0.057
H 3.018 -3.805 0.585  0.072
H -0.025 -1.093 -2.818  0.056
H 1.309 1.947 -2.530  0.115
H -1.806 4.252 0.566  0.115
H -4.309 -1.603 3.388  0.067
H -4.063 -0.212 -1.779  0.079
H -5.000 1.726 3.691  0.098
H 2.838 3.362 -3.980  0.108
H -2.685 -0.919 3.494  0.078
H 7.057 4.618 -2.097  0.124
H -4.107 -4.970 1.189  0.104
H -2.604 -6.906 0.564  0.094
H -5.473 3.346 1.884  0.086
H 4.319 -2.660 0.996  0.067
H -2.042 4.741 4.845  0.082
H -1.325 2.369 5.175  0.109
H -2.271 5.676 2.583  0.083
H 7.331 3.027 -2.868  0.126
H -3.989 -0.234 4.486  0.070